[1]
Computed, not measured: a gas-phase ion, C8H19N3 (charge +2), with wB97M-V/def2-TZVPD.

For the total energy, the calculation gives -479.68022 hartree. As for the net charge: +2. As for the multiplicity: 3. The highest occupied orbital energy (alpha / beta) is -17.96 / -18.87 eV. Its energy relative to the best compared isomer or geometry (same formula, charge and spin) is 0.252 eV.

Last column: Mulliken spin population.
Cartesian coordinates (Å):
C: 0.369 1.673 0.363  0.0178
C: -1.904 -1.844 -1.595  0.0324
C: -0.027 -0.294 -2.158  0.0039
C: 0.334 -2.153 -0.516  0.0093
C: 0.089 -0.948 2.783  0.0563
C: 1.813 3.612 0.377  -0.0022
C: -1.207 -0.228 0.089  0.0626
C: -0.668 -1.131 -1.050  0.0073
N: 0.408 0.161 2.036  1.2385
N: 1.260 2.418 0.915  0.1696
N: -0.115 0.517 0.947  0.2074
H: -0.044 1.946 -0.603  -0.0117
H: -2.317 -2.552 -0.879  -0.0001
H: -2.688 -1.143 -1.876  -0.0014
H: -1.638 -2.410 -2.487  0.0068
H: 0.920 0.139 -1.840  -0.0045
H: 0.184 -0.931 -3.014  0.0002
H: -0.698 0.489 -2.506  -0.0006
H: 0.620 -2.824 -1.322  -0.0007
H: -0.097 -2.767 0.271  0.0015
H: 1.246 -1.681 -0.153  -0.0016
H: -0.028 -0.615 3.827  0.0477
H: 1.004 -1.558 2.868  0.0505
H: -0.748 -1.566 2.456  0.0741
H: 1.433 3.828 -0.622  0.0024
H: 2.905 3.535 0.345  0.0084
H: 1.595 4.458 1.038  0.0095
H: -1.786 -0.825 0.791  0.0063
H: -1.838 0.559 -0.317  0.0098
H: 1.623 2.133 1.833  0.0005

=====

[2]
Computed, not measured: a single C8H19N3O molecule, with wB97M-V/def2-TZVPD.

For the total energy, the calculation gives -555.65623 hartree. The highest occupied orbital energy is -8.34 eV. Its energy relative to the best compared isomer or geometry (same formula, charge and spin) is 1.139 eV.

Last column: Mulliken charge in e.
Cartesian coordinates (Å):
C: 0.921 -1.837 0.372  -0.5259
C: -0.421 -1.980 1.061  -0.3400
C: -2.303 -1.607 -0.507  -0.9062
C: -1.652 -0.454 -1.269  -0.5219
C: -0.638 1.688 -1.088  -0.6973
C: -0.087 2.801 -0.225  -0.8135
C: 1.230 1.344 1.220  -0.4718
C: 2.073 0.268 0.457  -0.4690
H: 1.262 -2.864 0.163  0.3479
H: 0.701 -1.469 -0.672  0.1034
H: -0.766 -0.960 1.428  0.0874
H: -0.261 -2.642 1.945  0.3374
H: -0.810 -2.959 -0.647  0.2873
H: -2.895 -2.221 -1.230  0.3413
H: -2.964 -1.299 0.318  0.3433
H: -0.870 -0.803 -1.999  0.3820
H: -2.426 0.090 -1.847  0.4901
H: -1.499 2.022 -1.672  0.5381
H: 0.094 1.435 -1.868  0.3563
H: -0.802 3.053 0.555  0.3512
H: 0.014 3.715 -0.861  0.4122
H: 1.757 3.287 0.742  0.2319
H: 0.183 1.017 1.413  -0.0193
H: 1.668 1.565 2.203  0.4815
H: 3.150 0.615 0.439  0.3906
H: 1.782 0.197 -0.588  0.1864
H: 2.811 -1.480 1.047  0.2780
N: -1.344 -2.520 0.092  -0.3528
N: 1.221 2.523 0.361  -0.3019
N: 1.912 -1.005 1.073  -0.3389
O: -1.044 0.481 -0.416  -0.1880

=====

[3]
Computed, not measured: 2 unconnected molecules or ions with the total composition C8H19N4O8P2, with wB97M-V/def2-TZVPD.

For the total energy, the calculation gives -1819.71247 hartree. As for the net charge: +1. The highest occupied orbital energy is -12.79 eV. Its energy relative to the best compared isomer or geometry (same formula, charge and spin) is 0.000 eV.

Last column: Mulliken charge in e.
Cartesian coordinates (Å):
C: -3.994 -1.819 1.171  -1.0752
C: -3.071 -2.987 0.761  -0.8577
P: -1.789 -2.523 -0.452  0.1050
C: -0.750 -4.044 -0.484  -0.9860
N: -0.712 -1.449 0.545  0.3347
C: -0.513 -1.046 1.827  0.4555
N: -1.168 -1.557 2.883  -0.0977
P: -1.201 -0.922 4.495  0.7267
O: -2.242 0.069 4.636  -0.5641
O: 0.260 -0.424 4.786  -0.4495
O: -1.362 -2.257 5.341  -0.5375
N: 0.384 -0.059 1.938  -0.5006
C: 0.764 0.188 0.701  0.3857
O: 1.666 1.048 0.288  -0.3989
N: 0.148 -0.608 -0.166  0.0968
O: 0.225 -0.653 -1.508  -0.3870
H: -3.602 -0.850 0.855  0.3315
H: -4.136 -1.772 2.249  0.3276
H: -4.973 -1.927 0.712  0.3355
H: -3.634 -3.733 0.194  0.4576
H: -2.682 -3.552 1.611  0.5602
H: -1.300 -4.883 -0.058  0.3761
H: -0.527 -4.282 -1.522  0.3578
H: 0.184 -3.924 0.064  0.3037
H: -1.874 -2.244 2.683  0.2370
H: 0.836 -1.064 5.220  0.3591
H: -1.179 -3.093 4.903  0.3436
H: 1.859 1.687 0.993  0.3677
H: 1.009 -1.180 -1.736  0.3869
C: 4.090 5.865 -4.448  -0.6248
O: 2.837 5.163 -4.443  -0.3248
C: 2.770 4.160 -3.583  0.7322
O: 3.637 3.800 -2.828  -0.5500
O: 1.556 3.600 -3.677  -0.3213
C: 1.373 2.492 -2.802  -0.5678
H: 3.980 6.643 -5.196  0.2161
H: 4.284 6.300 -3.471  0.3008
H: 4.900 5.191 -4.717  0.2975
H: 1.504 2.800 -1.766  0.2628
H: 2.085 1.699 -3.033  0.2913
H: 0.356 2.147 -2.966  0.2936

=====

[4]
Computed, not measured: a molecular structure, C8H19N5O3W, with wB97M-V/def2-TZVPD.

For the total energy, the calculation gives -881.02447 hartree. As for the net charge: +4. The highest occupied orbital energy is -25.89 eV. Its energy relative to the best compared isomer or geometry (same formula, charge and spin) is 2.563 eV.

Last column: Mulliken charge in e.
Cartesian coordinates (Å):
W: 0.242 0.097 -0.290  1.7263
N: -1.485 -1.381 0.189  -0.6217
C: -2.021 -1.062 1.583  -0.6093
C: -1.887 0.421 1.906  -0.5433
N: -0.552 1.010 1.485  -0.2548
C: 0.640 0.697 2.406  -0.6233
C: 1.149 -0.753 2.379  -0.4795
N: 1.549 -1.211 0.978  -0.4645
H: -2.291 -1.332 -0.442  0.3707
H: -1.311 -2.392 0.185  0.3126
H: -1.514 -1.695 2.305  0.2755
H: -3.077 -1.327 1.659  0.5043
H: -2.054 0.569 2.976  0.4471
H: -2.661 0.997 1.394  0.3684
H: -0.676 2.022 1.586  0.3214
H: 0.362 0.918 3.443  0.4996
H: 1.442 1.392 2.154  0.4208
H: 0.427 -1.455 2.785  0.2421
H: 2.007 -0.796 3.055  0.4977
H: 1.583 -2.236 0.979  0.3002
H: 2.540 -0.967 0.867  0.4201
N: -1.255 1.271 -1.528  -0.6635
C: -1.357 0.551 -2.872  -0.4990
C: 0.041 0.094 -3.274  0.4169
O: 0.522 0.170 -4.338  -0.2582
N: 0.776 -0.356 -2.061  0.1039
C: 2.253 -0.182 -2.217  -0.3154
C: 2.764 0.835 -1.178  0.2026
O: 3.826 1.195 -0.932  -0.1215
O: 1.580 1.240 -0.352  -0.3080
H: -0.871 2.199 -1.750  0.3928
H: -2.224 1.498 -1.271  0.3161
H: -2.030 -0.309 -2.806  0.3123
H: -1.747 1.206 -3.655  0.4985
H: 2.821 -1.117 -2.120  0.3699
H: 2.489 0.189 -3.228  0.4422

=====

[5]
Computed, not measured: a molecular structure, C8H19NO, with wB97M-V/def2-TZVPD.

For the total energy, the calculation gives -446.05540 hartree. The highest occupied orbital energy (alpha / beta) is -6.34 / -5.92 eV. Its energy relative to the best compared isomer or geometry (same formula, charge and spin) is 4.825 eV.

Last column: Mulliken charge in e.
Cartesian coordinates (Å):
C: 0.666 1.083 0.402  1.8156
C: -1.844 0.206 -1.107  -0.2929
C: -0.179 -1.430 -0.551  1.4911
C: 1.119 1.859 -0.824  -1.5037
C: -0.245 1.889 1.304  -1.7363
C: 1.873 0.579 1.191  -1.6733
C: -0.820 -2.373 0.447  -1.2793
C: 0.914 -2.082 -1.362  -1.5796
N: -2.653 0.207 0.007  -0.4010
O: -1.056 -0.776 -1.442  -0.3288
H: -2.150 0.825 -1.939  0.4056
H: 0.230 -0.221 0.031  -0.6889
H: -2.201 -0.021 0.882  0.1700
H: -3.212 1.043 0.092  0.3084
H: 1.847 2.645 -0.565  0.4225
H: 1.607 1.202 -1.550  0.2817
H: 0.277 2.332 -1.333  0.3179
H: -0.730 1.260 2.064  0.3229
H: -1.030 2.402 0.747  0.2812
H: 0.310 2.661 1.859  0.4421
H: 1.569 -0.017 2.057  0.3418
H: 2.481 1.415 1.568  0.4623
H: 2.524 -0.044 0.572  0.3488
H: 1.722 -2.392 -0.694  0.3233
H: -1.665 -1.947 0.986  0.2747
H: -1.180 -3.290 -0.035  0.3613
H: -0.069 -2.663 1.185  0.3284
H: 1.324 -1.380 -2.089  0.3503
H: 0.569 -2.973 -1.900  0.4341

=====

[6]
Computed, not measured: a single C8H19OP molecule, with wB97M-V/def2-TZVPD.

For the total energy, the calculation gives -732.54678 hartree. As for the multiplicity: 3. The highest occupied orbital energy (alpha / beta) is -3.69 / -10.13 eV.

Last column: Mulliken spin population.
Cartesian coordinates (Å):
C: 2.123 -1.021 -1.058  0.0188
C: 2.905 -0.742 1.367  0.0560
C: -2.450 1.540 0.217  0.1141
C: -1.496 0.125 -1.604  0.0482
C: -2.996 -0.970 0.037  0.1279
C: 0.889 0.789 0.599  0.2120
C: 2.164 0.011 0.098  -0.0551
C: -1.918 0.079 -0.112  0.0903
O: 3.079 1.093 -0.355  0.0172
P: -0.449 -0.521 0.817  1.2993
H: 2.384 -0.648 -1.973  0.0194
H: 1.052 -1.411 -1.061  0.0618
H: 2.755 -1.849 -0.901  -0.0074
H: 3.721 -1.367 1.120  -0.0010
H: 3.247 0.093 2.023  -0.0004
H: 2.127 -1.178 1.944  -0.0404
H: -1.605 2.201 0.118  -0.0058
H: -3.156 1.687 -0.584  0.0177
H: -2.878 1.689 1.221  -0.0883
H: -0.830 -0.702 -1.814  -0.0202
H: -0.855 1.001 -1.827  -0.0214
H: -2.287 0.231 -2.300  -0.0085
H: -3.807 -0.647 -0.703  0.0040
H: -2.768 -1.929 -0.142  -0.0425
H: -3.555 -0.985 0.961  -0.0148
H: 0.541 1.570 -0.053  0.0301
H: 1.137 0.998 1.616  -0.0522
H: 3.887 0.928 0.194  -0.0029
H: -0.961 -0.066 2.152  0.2441

=====

[7]
Computed, not measured: a molecular structure, C8H20ClI2OP2W, with wB97M-V/def2-TZVPD.

For the total energy, the calculation gives -2196.25610 hartree. As for the net charge: +3. As for the multiplicity: 3. The highest occupied orbital energy (alpha / beta) is -18.60 / -18.38 eV. Its energy relative to the best compared isomer or geometry (same formula, charge and spin) is 0.000 eV.

Last column: Mulliken spin population.
Cartesian coordinates (Å):
I: 2.260 3.515 -4.491  0.5383
I: 0.464 1.934 -5.774  0.4547
W: -0.547 -0.551 -0.102  0.8001
P: 1.585 -1.598 -0.193  -0.0870
C: 2.640 -1.441 -1.653  0.0005
C: 2.800 -1.651 1.150  0.0120
H: 3.498 -2.491 0.978  -0.0008
H: 1.953 -3.922 -0.453  0.0007
H: 2.277 -1.779 2.104  0.0030
H: 0.487 -3.638 0.558  0.0019
H: 3.173 -0.472 -1.627  -0.0005
H: 3.381 -0.716 1.173  0.0052
C: 1.032 -3.326 -0.340  0.0118
H: 3.376 -2.273 -1.644  0.0001
H: 0.412 -3.473 -1.233  0.0004
H: 2.030 -1.506 -2.571  0.0002
P: -1.632 1.452 0.579  -0.0871
C: -1.863 2.826 -0.574  0.0005
C: -3.330 0.810 0.710  0.0118
H: -1.258 1.577 2.952  0.0031
H: -2.251 2.964 2.356  -0.0008
H: -0.481 2.948 2.097  0.0052
C: -1.379 2.315 2.152  0.0119
H: -3.398 0.047 1.494  0.0019
H: -3.955 1.680 0.970  0.0008
H: -2.685 3.468 -0.192  0.0001
H: -2.137 2.441 -1.573  0.0002
H: -3.680 0.405 -0.248  0.0004
H: -0.931 3.416 -0.644  -0.0005
C: 0.290 0.679 -1.470  0.0170
O: 0.908 1.493 -2.114  0.0700
Cl: -2.011 -2.307 0.729  0.1130
C: -0.383 -0.885 1.908  0.1001
H: -0.971 -0.356 2.650  0.0061
H: 0.325 -1.584 2.339  0.0060

=====

[8]
Computed, not measured: a molecular structure, C8H20KO4, with wB97M-V/def2-TZVPD.

For the total energy, the calculation gives -1217.52497 hartree. As for the multiplicity: 2. The highest occupied orbital energy (alpha / beta) is -2.54 / -10.04 eV.

Last column: Mulliken spin population.
Cartesian coordinates (Å):
K: 1.203 -1.416 1.067  1.1049
C: 1.676 -2.268 -2.231  -0.0349
O: 1.830 -0.924 -1.689  -0.0077
C: 1.637 0.239 -2.640  0.0632
C: 1.824 1.662 -2.025  -0.0289
O: 1.023 1.818 -0.887  -0.0869
C: 1.160 3.151 -0.288  -0.0388
H: 2.192 -2.951 -1.557  0.0240
H: 2.267 -2.323 -3.145  -0.0106
H: 0.663 -2.652 -2.351  0.0404
H: 0.659 0.205 -3.120  0.0044
H: 2.451 0.086 -3.349  -0.0149
H: 1.549 2.355 -2.820  -0.0017
H: 2.872 1.836 -1.782  0.0031
H: 0.528 3.346 0.577  -0.0158
H: 1.030 3.884 -1.084  0.0092
H: 2.190 3.101 0.065  0.0188
C: -1.764 -0.265 -0.999  0.0445
O: -1.665 -0.207 0.406  -0.1838
C: -2.529 -1.103 1.087  0.0100
C: -2.237 -0.827 2.534  -0.0142
O: -0.812 -0.868 2.917  0.0401
C: -0.395 -0.305 4.193  0.0282
H: -1.443 -1.212 -1.433  0.0325
H: -1.096 0.502 -1.391  -0.0570
H: -2.803 -0.156 -1.312  0.0165
H: -2.311 -2.131 0.798  0.0266
H: -3.510 -0.757 0.760  0.0140
H: -2.750 -1.434 3.280  -0.0213
H: -2.521 0.203 2.749  0.0137
H: 0.670 -0.080 4.140  0.0302
H: -0.569 -1.027 4.991  0.0009
H: -1.020 0.518 4.538  -0.0088